Formula: C23H54N2O5
Source: OMol25
Level of theory: ωB97M-V/def2-TZVPD

Results
- LUMO: 0.41 eV
- Calculated total energy: -37940.088 eV
- Charge: 0
- Structure (SMILES): CC1(C)CCCC(C)(C)N1O.CC1(C)CCCC(C)(C)N1O.CCO.CCO.CO
- HOMO-LUMO gap: 8.045 eV
- Molecular weight: 438.69 g mol⁻¹

Atoms and positions in Å:
C -2.7647 -1.5586 1.5235
C -2.8967 -0.5669 0.3534
C -2.6696 0.8922 0.8842
C -1.7740 -0.7702 -0.7385
C -2.0511 -1.9406 -1.6547
C -3.3995 -1.7475 -2.3069
C -4.5873 -1.4601 -1.3622
C -5.6905 -0.8289 -2.2954
C -5.0512 -2.7814 -0.7078
N -4.2089 -0.5597 -0.2759
O -5.2305 -0.3649 0.6558
H -2.9306 -2.5889 1.2087
H -1.7494 -1.4922 1.9143
H -3.4204 -1.2451 2.3358
H -2.9940 1.6245 0.1448
H -3.3399 1.0149 1.7349
H -1.6575 0.9992 1.2744
H -1.6580 0.1361 -1.3330
H -0.8662 -1.0755 -0.2181
H -1.2738 -2.0190 -2.4148
H -2.0464 -2.9270 -1.1910
H -3.5227 -2.6528 -2.9012
H -3.3045 -0.9928 -3.0876
H -5.7615 -1.3566 -3.2466
H -5.2933 0.1656 -2.4984
H -6.6710 -0.6396 -1.8585
H -5.8526 -2.6500 0.0194
H -4.2530 -3.3258 -0.2033
H -5.5323 -3.3872 -1.4756
H -5.8091 0.2935 0.2641
C 1.6113 4.3141 -0.0294
C 1.1622 3.2749 -1.1179
C -0.0179 2.4405 -0.5623
C 0.6281 4.1368 -2.3331
C 0.5868 3.3721 -3.6567
C 1.8709 2.7154 -3.9748
C 2.4532 1.7776 -2.8784
C 1.6443 0.4569 -2.9092
C 3.9705 1.4239 -3.2090
N 2.3599 2.4623 -1.5713
O 3.0551 1.9098 -0.4814
H 0.7873 4.9557 0.2826
H 1.9772 3.7278 0.8136
H 2.4280 4.9286 -0.4082
H -0.6482 3.1832 -0.0732
H -0.4779 1.8946 -1.3861
H 0.3541 1.6903 0.1356
H -0.3852 4.4324 -2.0615
H 1.1783 5.0517 -2.5529
H -0.1679 2.5857 -3.6606
H 0.2277 3.9801 -4.4870
H 2.6162 3.4759 -4.2078
H 1.5907 2.1377 -4.8556
H 0.5670 0.6052 -2.8349
H 1.9231 -0.1429 -2.0428
H 1.8177 -0.1643 -3.7879
H 3.9458 0.9960 -4.2112
H 4.4283 0.9271 -2.3536
H 4.4568 2.3911 -3.3362
H 2.5435 1.1307 -0.2518
C 2.7503 0.2136 6.5085
C 2.1624 -0.7138 5.4896
O 1.0925 -1.4306 6.1187
H 2.1204 1.1006 6.5760
H 3.7677 0.5257 6.2723
H 2.8059 -0.2734 7.4821
H 2.8903 -1.4635 5.1795
H 1.7900 -0.1312 4.6470
H 1.4809 -2.1048 6.6810
C 4.1784 -4.5261 1.8466
C 3.2987 -3.2383 1.9773
O 2.3061 -3.2947 1.0050
H 4.5687 -4.6036 0.8319
H 3.5946 -5.4290 2.0258
H 4.9760 -4.5620 2.5887
H 4.0345 -2.4573 1.7857
H 2.8935 -3.0355 2.9687
H 1.7966 -4.0774 1.2277
C 1.0069 -0.2703 1.9274
O 1.7925 -0.4370 0.8482
H -0.0609 -0.2629 1.7085
H 1.2653 -1.0679 2.6238
H 1.3160 0.6486 2.4257
H 1.9461 -1.3750 0.7134